1.
This record from OMol25 describes 4 unconnected molecules or ions with the total composition C33H66F9N2O10S at a distorted geometry. The level of theory is wB97M-V/def2-TZVPD.

Last column: Mulliken charge in e.
Cartesian coordinates (Å):
C: -5.22 -4.36 -4.57  -1.09
C: -4.49 -3.15 -5.33  -0.52
C: -3.66 -2.36 -4.25  -0.47
N: -4.21 -1.38 -3.48  0.12
C: -3.26 -0.85 -2.57  -0.77
C: -2.11 -1.62 -2.88  0.31
C: -0.67 -1.62 -2.23  1.05
C: -0.68 -0.88 -0.84  -1.54
C: -0.01 -1.72 0.34  0.61
F: 0.45 -0.76 1.23  -0.19
F: 1.05 -2.40 -0.22  -0.20
C: -1.14 -2.63 0.95  0.61
F: -2.00 -3.15 0.02  -0.23
F: -1.92 -1.79 1.73  -0.27
S: -0.58 -4.04 2.06  1.23
F: -2.02 -4.80 1.78  -0.34
F: 0.09 -4.86 0.83  -0.18
F: 0.81 -3.30 2.46  -0.29
F: -1.27 -3.32 3.37  -0.32
F: -0.15 -5.26 3.05  -0.29
N: -2.33 -2.55 -3.93  0.88
C: -1.38 -3.50 -4.54  -0.77
C: -1.73 -5.03 -4.32  -0.15
C: -0.46 -5.91 -3.91  -0.84
C: -0.79 -6.62 -2.54  -0.56
C: 0.48 -7.20 -1.77  -0.46
O: 1.73 -6.70 -2.24  -0.43
C: 2.04 -5.43 -1.65  -0.14
H: -6.22 -4.06 -4.16  0.33
H: -4.60 -4.80 -3.76  0.27
H: -5.39 -5.16 -5.35  0.35
H: -3.79 -3.63 -6.06  0.18
H: -5.20 -2.46 -5.84  0.63
H: -5.19 -1.10 -3.56  0.26
H: -3.36 -0.07 -1.80  0.47
H: 0.01 -1.10 -2.97  0.72
H: -0.35 -2.69 -2.19  -0.89
H: -0.02 0.03 -0.94  0.33
H: -1.68 -0.52 -0.50  0.41
H: -0.32 -3.35 -4.23  0.64
H: -1.40 -3.30 -5.65  -0.18
H: -2.09 -5.43 -5.31  0.39
H: -2.57 -5.18 -3.58  0.06
H: -0.30 -6.73 -4.67  0.41
H: 0.49 -5.31 -3.90  0.40
H: -1.44 -7.51 -2.79  0.40
H: -1.34 -5.91 -1.86  0.17
H: 0.31 -6.98 -0.67  0.13
H: 0.51 -8.32 -1.87  0.39
H: 2.96 -4.98 -2.11  0.28
H: 1.15 -4.75 -1.85  -0.26
H: 2.24 -5.50 -0.54  0.30
C: -1.74 -0.99 -7.31  -0.81
O: -1.09 -1.55 -8.42  -0.27
C: -1.82 -1.42 -9.64  -0.55
C: -0.93 -0.90 -10.77  -0.39
O: -0.49 0.44 -10.63  -0.47
C: 0.46 0.74 -9.60  -0.18
C: 1.82 0.08 -9.74  -0.53
O: 1.74 -1.32 -9.48  -0.25
C: 2.48 -2.13 -10.37  -0.84
H: -2.47 -1.70 -6.90  0.16
H: -0.98 -0.78 -6.55  0.29
H: -2.23 -0.04 -7.55  0.54
H: -2.68 -0.75 -9.52  0.40
H: -2.18 -2.41 -9.91  0.34
H: -1.53 -0.91 -11.68  0.44
H: -0.09 -1.57 -10.96  0.11
H: 0.02 0.55 -8.62  -0.05
H: 0.61 1.82 -9.66  0.43
H: 2.51 0.51 -9.01  0.40
H: 2.21 0.27 -10.75  0.35
H: 2.48 -1.73 -11.39  0.40
H: 2.02 -3.11 -10.39  0.23
H: 3.51 -2.22 -10.01  0.28
C: 0.64 1.17 4.32  -0.81
O: 1.54 2.25 4.27  -0.23
C: 2.31 2.31 3.07  0.00
C: 2.30 3.70 2.46  -0.34
O: 1.05 4.14 1.94  -0.48
C: 0.00 4.41 2.87  -0.31
C: 0.25 5.56 3.83  -0.58
O: 1.22 5.21 4.80  -0.20
C: 2.16 6.23 5.09  -0.93
H: 1.15 0.26 4.66  0.31
H: -0.15 1.41 5.03  0.29
H: 0.17 0.98 3.35  0.30
H: 1.94 1.59 2.33  -0.14
H: 3.34 2.04 3.33  0.38
H: 2.98 3.68 1.60  0.44
H: 2.72 4.44 3.15  0.08
H: -0.29 3.50 3.39  0.05
H: -0.86 4.69 2.25  0.44
H: -0.68 5.79 4.37  0.35
H: 0.56 6.45 3.27  0.39
H: 2.42 6.81 4.20  0.48
H: 3.07 5.75 5.45  0.23
H: 1.77 6.89 5.87  0.30
C: 0.73 3.94 8.39  -0.73
O: 1.48 4.06 9.58  -0.32
C: 2.85 4.38 9.38  -0.31
C: 3.30 5.53 10.26  -0.32
O: 2.73 6.80 9.96  -0.48
C: 1.34 7.00 10.22  -0.18
C: 0.92 6.92 11.68  -0.58
O: 0.98 5.58 12.16  -0.27
C: 1.53 5.45 13.46  -0.82
H: 0.86 2.93 7.97  0.30
H: -0.32 4.09 8.63  0.31
H: 1.02 4.69 7.65  0.27
H: 3.04 4.63 8.33  0.14
H: 3.43 3.49 9.63  0.39
H: 4.37 5.65 10.11  0.43
H: 3.18 5.30 11.32  0.10
H: 0.74 6.33 9.59  0.02
H: 1.13 8.01 9.87  0.42
H: -0.11 7.26 11.77  0.39
H: 1.56 7.58 12.27  0.34
H: 2.34 6.17 13.64  0.39
H: 1.94 4.45 13.54  0.23
H: 0.74 5.58 14.20  0.29

## Properties
**E_tot**: -3455.30443 Eh
**E_LUMO**: -2.66 eV
**Total charge**: +1

---

2.
This record from OMol25 describes a molecular structure, C4H7CuO2 at a distorted geometry. The level of theory is wB97M-V/def2-TZVPD.

Last column: Mulliken charge in e.
Cartesian coordinates (Å):
C: 0.94 0.11 -0.33  -0.08
C: -0.14 0.06 0.48  -0.04
C: -1.45 0.18 -0.10  0.00
O: -2.48 0.24 0.58  -0.77
Cu: -4.15 0.28 0.39  0.72
H: 0.80 0.18 -1.41  0.30
H: -0.06 -0.05 1.56  0.31
H: -1.51 0.25 -1.20  0.32
H: -5.67 -0.03 -0.04  0.29
O: 3.21 -0.59 -0.74  -0.49
C: 2.36 0.09 0.15  -0.52
H: 2.42 -0.32 1.17  0.33
H: 3.04 -1.54 -0.69  0.32
H: 2.70 1.13 0.19  0.30

## Properties
**E_tot**: -1947.17145 Eh
**E_LUMO (spin up / spin down)**: -5.10 / -7.70 eV
**Total charge**: +1
**ΔE to the lowest compared entry with this formula, charge and spin**: 0.000 eV
**Multiplicity**: 2